[1]
# C9H17N2

The ion C9H17N2 with charge +1 in a non-equilibrium geometry (ωB97M-V/def2-TZVPD, OMol25).

Geometry as ORCA input:
```
! RIJCOSX wB97M-V def2-TZVPD def2/J DEFGRID3
* xyz 1 1
C 1.6411 -0.3766 -1.5454
C 1.4227 0.0352 -0.0510
C 2.2416 1.2566 0.1271
C 1.7035 -1.1342 0.8959
N -0.0871 0.4382 0.0111
C -0.5576 1.2639 0.8833
C -1.8509 1.8314 0.8934
C -2.9026 1.4833 0.1129
C -3.1071 0.2483 -0.4460
C -2.3709 -0.7843 0.0691
N -2.5662 -2.1132 -0.3583
H 2.6269 -0.7667 -1.6827
H 0.8872 -1.2288 -1.5581
H 1.4254 0.4008 -2.3789
H 3.3921 1.0866 0.0190
H 2.3075 1.6123 1.1873
H 1.8138 2.1250 -0.4240
H 1.7946 -1.9586 0.2463
H 2.6429 -0.8731 1.3897
H 0.8831 -1.2301 1.5943
H -0.3892 0.7299 -0.9385
H 0.1108 1.4683 1.7383
H -1.7407 2.8704 1.3950
H -3.5838 2.2886 -0.0644
H -3.4933 0.1847 -1.4177
H -1.9931 -0.7284 1.0008
H -3.1020 -2.2673 -1.1892
H -2.1577 -2.8791 0.1834
*
```

Its SMILES is CC(C)(C)/[NH+]=C/C=C\C=C\N. The gap between HOMO and LUMO is 7.131 eV. The value obtained for the HOMO energy is -12.025 eV. Its molecular weight is 153.249 g/mol.

[2]
# C4H11N2O3

A cluster of 2 separate species, C4H11N2O3 in total in a non-equilibrium geometry (ωB97M-V/def2-TZVPD, OMol25).

Geometry as ORCA input:
```
! RIJCOSX wB97M-V def2-TZVPD def2/J DEFGRID3
* xyz 1 1
C 1.6881 -1.0827 -0.8829
C 0.6689 1.1830 -0.5879
C 1.5757 0.1461 0.0045
C -2.5103 -0.5029 0.5100
N -0.2919 1.5881 0.1220
N 0.9982 -0.2557 1.3171
O -1.1596 2.5097 -0.2991
O -1.4368 -1.0669 0.5836
O -3.5514 -0.9613 -0.0986
H 2.0635 -0.8084 -1.8646
H 2.3784 -1.8058 -0.4554
H 0.7142 -1.5474 -1.0032
H 0.8958 1.5389 -1.5929
H 2.5667 0.5883 0.1646
H -2.7026 0.4783 0.9601
H 0.9388 0.5512 1.9473
H 1.5363 -1.0125 1.7491
H -0.0048 -0.5807 1.1234
H -0.9498 2.8734 -1.1837
H -3.4174 -1.8325 -0.5134
*
```

The gap between HOMO and LUMO is 11.274 eV. The value obtained for the HOMO energy is -14.145 eV. Its molecular weight is 135.143 g/mol.

[3]
# C4H10S2

A cluster of 2 separate species, C4H10S2 in total in a non-equilibrium geometry (ωB97M-V/def2-TZVPD, OMol25).

Geometry as ORCA input:
```
! RIJCOSX wB97M-V def2-TZVPD def2/J DEFGRID3
* xyz 0 1
C 0.1418 -1.3333 -0.7931
C 1.0267 -0.6018 -1.4585
C 2.4898 -0.9141 -1.5629
H -0.8680 -0.9651 -0.7928
H 0.4889 -2.1957 -0.2489
H 0.7069 0.3077 -1.9580
H 2.9326 -0.6406 -2.5242
H 3.0474 -0.3951 -0.7871
H 2.6959 -1.9679 -1.4220
C -2.7691 0.9980 1.4074
S -1.8021 2.2508 2.2694
S 0.0033 1.3688 2.5424
H -2.7984 1.2253 0.3479
H -3.7034 0.8182 1.9293
H -2.2105 0.0613 1.5313
H 0.6182 1.9834 1.5198
*
```

Its SMILES is C=CC.CSS. The gap between HOMO and LUMO is 9.640 eV. The value obtained for the HOMO energy is -8.970 eV. Its molecular weight is 122.258 g/mol.

[4]
# C2H3N2P

A structure of composition C2H3N2P in a non-equilibrium geometry (ωB97M-V/def2-TZVPD, OMol25).

Geometry as ORCA input:
```
! RIJCOSX wB97M-V def2-TZVPD def2/J DEFGRID3
* xyz 0 1
C -0.0885 1.0449 0.1797
C -0.9606 0.6166 1.0077
N 0.8902 0.7870 -0.6878
N 0.8424 -0.5201 -1.1093
P -0.9964 -1.1106 0.8829
H 1.8283 1.3634 -0.7632
H -0.0288 -0.6593 -1.6394
H -1.4865 -1.5218 2.1295
*
```

The gap between HOMO and LUMO (spin up / spin down) is 7.143 / 7.928 eV. The value obtained for the HOMO energy (spin up / spin down) is -7.998 / -8.848 eV. Its molecular weight is 86.034 g/mol.

[5]
# C3H9OPS2

A cluster of 2 separate species, C3H9OPS2 in total in a non-equilibrium geometry (ωB97M-V/def2-TZVPD, OMol25).

Geometry as ORCA input:
```
! RIJCOSX wB97M-V def2-TZVPD def2/J DEFGRID3
* xyz 0 1
C -0.5972 0.2133 1.4895
P 0.6703 -0.7116 0.4115
C 1.6775 0.8284 -0.1746
S -0.0049 -2.0993 -0.8423
S 1.9302 -1.4829 1.8569
H -1.2531 0.6265 0.7800
H -1.3055 -0.4153 2.1783
H -0.1306 1.0842 2.2156
H 1.8720 1.3067 0.7617
H 2.6591 0.3696 -0.7005
H 1.1152 1.3617 -0.9352
H 2.4382 -2.5232 1.1539
C -2.2283 0.4272 -2.0365
O -1.5888 1.0360 -1.2804
H -3.3436 0.2971 -2.0254
H -1.9103 -0.3182 -2.8525
*
```

Its SMILES is CP(C)(=S)S.C=O. The gap between HOMO and LUMO is 9.350 eV. The value obtained for the HOMO energy is -8.676 eV. Its molecular weight is 156.212 g/mol.

[6]
# C6H12NOS2

A cluster of 2 separate species, C6H12NOS2 in total in a non-equilibrium geometry (ωB97M-V/def2-TZVPD, OMol25).

Geometry as ORCA input:
```
! RIJCOSX wB97M-V def2-TZVPD def2/J DEFGRID3
* xyz 1 1
C -1.2966 0.9802 -2.6147
C -1.7329 -0.3999 -2.0554
C -0.5893 1.2396 -1.3179
C -1.4769 -0.2793 0.5064
C 2.7804 0.5740 3.3143
C 0.3640 -0.9656 -0.7677
N -0.8663 -0.1985 -0.8175
O -1.5348 1.6949 -3.5649
S 0.3522 -2.5611 -0.0038
S 1.6865 0.9309 1.9172
H -2.7628 -0.3597 -1.7335
H -1.2917 -1.1889 -2.6454
H 0.4533 1.5216 -1.5044
H -1.0970 2.0132 -0.7734
H -0.5998 -0.1271 1.2982
H -2.2431 0.4778 0.6408
H -1.8963 -1.1928 0.6828
H 3.5629 1.3184 3.5273
H 3.1996 -0.4670 3.2265
H 1.9925 0.5574 4.1063
H 1.2735 -0.5319 -1.2493
H 1.7223 -3.0363 -0.1719
*
```

The gap between HOMO and LUMO (spin up / spin down) is 8.087 / 6.966 eV. The value obtained for the HOMO energy (spin up / spin down) is -12.614 / -12.131 eV. Its molecular weight is 178.302 g/mol.

[7]
# C29H48N4O7P2PdS

A structure of composition C29H48N4O7P2PdS in a non-equilibrium geometry (ωB97M-V/def2-TZVPD, OMol25).

Geometry as ORCA input:
```
! RIJCOSX wB97M-V def2-TZVPD def2/J DEFGRID3
* xyz -2 1
Pd 0.4610 0.0671 0.1248
C -5.8342 -0.8276 -0.9840
C -4.7131 -1.8569 -1.2416
C -5.2795 -3.2279 -0.8324
O -3.5627 -1.5730 -0.5294
P -1.7425 -1.0676 -1.1551
O -1.3604 -1.2406 0.3031
C -2.6845 0.3581 -2.0071
P -2.4149 2.0274 -1.3674
O -1.3820 2.4755 -0.4315
O -3.9098 2.2937 -0.7655
C -4.1967 2.3550 0.6430
C -3.6490 1.1424 1.3835
C -3.7016 3.6685 1.2381
O -2.4475 2.9858 -2.6703
C -3.5763 2.9980 -3.5423
C -4.3340 4.3015 -3.3428
C -3.0812 2.8350 -4.9693
O -1.7924 -2.3936 -2.1519
C -2.0002 -3.6896 -1.6037
C -0.6751 -4.3053 -1.1644
C -2.6854 -4.5372 -2.6623
H -6.7134 -1.0634 -1.5952
H -5.5290 0.1978 -1.1980
H -6.1199 -0.8719 0.0721
H -4.5208 -1.8774 -2.3345
H -5.5307 -3.1877 0.2316
H -4.5412 -4.0150 -0.9750
H -6.1812 -3.4809 -1.4039
H -3.7409 0.1969 -1.9029
H -2.3795 0.3313 -3.0521
H -5.2893 2.3365 0.6768
H -2.5765 1.0451 1.2024
H -4.1061 0.2151 1.0343
H -3.8251 1.2556 2.4565
H -2.6128 3.7001 1.1794
H -4.0176 3.7515 2.2810
H -4.1029 4.5169 0.6773
H -4.2433 2.1668 -3.2974
H -3.6652 5.1470 -3.5213
H -4.7016 4.3541 -2.3175
H -5.1802 4.3599 -4.0321
H -2.3655 3.6252 -5.2062
H -3.9186 2.8883 -5.6693
H -2.5839 1.8705 -5.0861
H -2.6355 -3.5981 -0.7216
H -0.0271 -4.4921 -2.0250
H -0.8557 -5.2486 -0.6405
H -0.1690 -3.6169 -0.4866
H -2.0145 -4.6845 -3.5133
H -3.5936 -4.0442 -3.0135
H -2.9528 -5.5157 -2.2523
N 2.5028 1.4742 -1.4999
C 2.2367 0.9881 -0.1421
S 3.4230 -0.2457 0.4176
N 2.0861 2.2507 0.6169
C 2.6424 2.7917 1.7330
C 3.3125 2.0620 2.7391
C 3.8090 2.7011 3.8621
C 3.6667 4.0746 4.0525
C 2.9913 4.8027 3.0793
C 2.4859 4.1820 1.9503
H 2.7392 0.6701 -2.0638
H 3.3415 2.0538 -1.4595
H 1.5631 2.8992 0.0463
H 3.4564 1.0022 2.5936
H 4.3159 2.1088 4.6172
H 4.0697 4.5626 4.9327
H 2.8632 5.8733 3.1991
H 1.9511 4.7667 1.2084
N -2.2330 2.4658 5.6222
C -1.5036 1.7859 5.0534
C -0.6067 0.9093 4.3565
C -0.0151 -0.1660 5.0118
C 0.8268 -0.9937 4.2977
C 1.0595 -0.7285 2.9549
N 0.5029 0.3101 2.3372
C -0.3069 1.1089 3.0109
H -0.2182 -0.3306 6.0621
H 1.3117 -1.8360 4.7728
H 1.7406 -1.3180 2.3492
H -0.7225 1.9505 2.4669
C -0.1516 0.6745 -3.9684
O -0.2209 0.7940 -2.5751
C -0.0600 -0.4141 -1.7933
C 0.8654 -1.4369 -2.4356
H -0.7607 -0.1583 -4.3562
H 0.8793 0.5278 -4.3126
H -0.5187 1.6134 -4.3913
H 1.7388 -0.9594 -2.8850
H 0.3818 -2.0500 -3.2084
H 1.2405 -2.1022 -1.6611
*
```

The gap between HOMO and LUMO is 4.148 eV. The value obtained for the HOMO energy is 0.194 eV. Its molecular weight is 765.159 g/mol.

Record order is preserved below.
Total energy: -12579.806; -13441.481; -25979.686; -14384.447; -36262.948; -31612.563; -84040.110 eV